# C5H3HoN5O4

A molecular structure, C5H3HoN5O4 (ωB97M-V/def2-TZVPD, the OMol25 dataset).

XYZ file:
```
18
Properties=species:S:1:pos:R:3:forces:R:3:mulliken_charge:R:1
Ho -0.508 -1.744 -0.262 -0.10 1.62 -0.90 1.8638
O -2.888 -2.690 -3.132 2.97 3.04 4.33 0.0049
O -0.438 -0.339 -3.792 -1.64 -0.80 5.79 -0.0534
O -0.624 3.785 -2.644 -0.59 -1.96 1.34 -0.1035
O 2.545 -1.469 -2.203 -5.74 -0.25 3.92 0.0140
N -0.640 0.106 3.615 1.22 -0.55 -0.51 -0.4737
N 1.298 1.148 2.533 -2.17 -2.30 -0.13 -0.3466
N -0.043 -0.236 1.350 1.53 0.35 1.74 -0.1968
N 0.785 0.365 0.469 -0.70 -0.16 1.64 -0.2923
N 0.347 0.173 2.615 -0.98 2.28 -1.71 0.7938
C -0.697 -0.516 -2.668 2.49 1.71 -5.66 0.3107
C 1.575 -1.539 -1.549 6.51 -0.18 -4.16 0.2337
C -2.310 -2.168 -2.267 -3.76 -4.16 -3.66 0.2114
C 1.534 1.224 1.221 0.53 -1.46 -0.57 -0.1517
C -0.872 2.853 -2.041 0.60 1.86 -1.34 0.1162
H 2.412 1.712 0.839 -0.13 0.60 -0.21 0.4403
H -1.229 -0.686 3.344 0.00 0.26 0.69 0.2686
H -0.245 0.024 4.570 -0.02 0.10 -0.61 0.3605
```
Positions in Å, forces in eV/Å.

Properties
- E: -1713.79585 Ha
- Kohn-Sham gap (spin up / spin down): 7.1502 / 6.2139 eV
- Maximum force: 7.7 eV Å⁻¹
- 2S+1: 5
- Net charge: +3



# C5H12S2

C5H12S2 in the gas phase (ωB97M-V/def2-TZVPD, the OMol25 dataset).

XYZ file:
```
19
Properties=species:S:1:pos:R:3:forces:R:3:mulliken_charge:R:1
S -0.382 -0.010 -1.408 -0.70 0.38 0.02 -0.1126
S 1.650 -0.021 0.941 -0.40 0.50 -0.30 -0.1245
C 0.430 1.033 1.810 -0.62 -0.94 0.63 -0.3063
C 1.224 0.426 -0.795 1.04 -1.33 0.13 -0.7567
C -1.828 -2.264 -1.247 -0.40 -0.34 0.88 -1.2172
C -0.393 -1.812 -1.309 -0.44 0.81 1.12 -0.2949
C 0.599 2.521 1.581 -1.31 0.65 -0.73 -0.9997
H -0.176 3.092 2.146 0.39 -0.47 -0.40 0.3307
H -2.296 -1.906 -0.326 -0.03 0.26 -0.14 0.3237
H 1.972 -0.074 -1.430 -0.06 0.09 0.42 0.3685
H 1.545 2.906 1.919 0.54 -0.04 -0.02 0.2825
H -1.854 -3.353 -1.126 -0.15 0.10 -0.58 0.3464
H 0.055 -2.206 -2.167 0.97 -0.64 -1.27 0.3697
H 1.372 1.468 -0.960 -0.06 0.82 -0.03 0.3645
H -2.413 -1.896 -2.094 0.04 -0.35 0.04 0.3211
H 0.152 -2.108 -0.414 0.05 -0.03 -0.02 0.2858
H 0.471 0.752 2.899 0.30 0.32 -1.00 0.3381
H -0.572 0.668 1.491 0.58 0.44 0.02 0.2274
H 0.444 2.783 0.490 0.27 -0.24 1.23 0.2536
```
Positions in Å, forces in eV/Å.

Properties
- E: -994.06799 Ha
- Kohn-Sham gap: 9.4486 eV
- Maximum force: 1.7 eV Å⁻¹
- SMILES: CCSCSCC
- ΔE to the lowest compared entry with this formula, charge and spin: 0.253 eV



# CH2Cl4P2

CH2Cl4P2 in the gas phase (ωB97M-V/def2-TZVPD, the OMol25 dataset).

XYZ file:
```
9
Properties=species:S:1:pos:R:3:forces:R:3:mulliken_charge:R:1
Cl -2.943 0.252 0.468 0.11 -0.29 0.28 -0.3518
Cl -0.959 0.430 -1.993 0.16 0.07 -1.45 -0.2138
Cl -0.023 -2.748 0.097 -0.26 -0.73 -0.89 -0.1248
Cl -0.626 2.395 0.479 0.48 2.29 0.79 -0.1772
P -0.608 0.517 -0.006 -1.82 0.67 -2.60 0.6158
P 0.227 -1.154 1.223 3.34 -0.40 2.49 0.1512
C 1.243 0.026 0.063 0.17 -0.79 1.65 -0.5396
H 2.009 0.787 0.457 -1.62 -1.05 -0.15 0.3392
H 1.680 -0.505 -0.787 -0.55 0.22 -0.14 0.3010
```
Positions in Å, forces in eV/Å.

Properties
- E: -2562.70071 Ha
- Kohn-Sham gap (spin up / spin down): 5.8905 / 6.6346 eV
- Maximum force: 4.2 eV Å⁻¹
- ΔE to the lowest compared entry with this formula, charge and spin: 0.621 eV
- 2S+1: 3



# C39H38As2ClN4O12SeTi

A molecular structure, C39H38As2ClN4O12SeTi (ωB97M-V/def2-TZVPD, the OMol25 dataset).

XYZ file:
```
98
Properties=species:S:1:pos:R:3:forces:R:3:mulliken_charge:R:1
Se 0.521 0.127 -3.796 0.02 -0.13 0.30 0.3893
As -3.315 -0.266 2.108 -0.04 0.03 0.08 0.6853
As -1.452 -1.583 -0.899 0.21 0.11 -0.13 0.7453
Ti 1.979 0.960 -0.836 0.97 0.33 0.91 -0.0328
Cl 5.034 -4.742 -4.538 0.01 0.00 -0.01 -0.2370
O -0.281 -4.132 0.113 0.06 0.09 -0.05 -0.6158
O 1.170 0.621 0.962 -0.20 -0.12 0.00 -0.2154
O 2.157 -0.973 -1.118 -0.27 0.23 -0.08 0.6334
O -4.352 2.394 0.724 -0.06 -0.16 0.24 -0.2306
O -0.205 -3.613 2.293 0.08 0.12 -0.11 0.2176
O -3.265 1.796 -2.075 0.08 -0.24 0.07 0.1872
O -5.637 1.025 -0.520 -0.01 -0.04 0.17 -0.5823
O -2.902 -4.121 2.879 -0.11 0.07 0.01 -0.6104
O -2.884 -0.122 -3.184 0.09 0.19 0.33 -0.5835
O 3.401 0.977 -2.440 -0.15 0.10 -0.37 -0.2984
O -2.752 -2.306 4.195 0.05 0.13 -0.03 -0.1745
O 2.306 2.925 -0.828 0.02 -0.38 -0.29 -0.6042
N 0.459 1.256 -2.392 -0.03 -0.31 -0.32 -0.3314
N 3.559 1.038 0.506 0.21 -0.02 0.17 0.7680
N 3.345 0.271 1.654 -0.31 -0.03 0.03 -0.7950
N 0.026 1.359 -4.935 -0.11 -0.09 -0.31 -0.8739
C 4.579 1.840 0.538 0.06 0.03 -0.04 1.1553
C -4.620 1.248 0.085 0.16 0.24 -0.49 -0.2406
C 3.479 3.485 -0.897 -0.05 0.03 -0.03 1.4072
C 0.040 2.419 -2.851 -0.45 0.52 -0.02 1.0308
C -0.132 -0.665 4.746 0.00 -0.05 -0.01 -0.6974
C -2.776 -0.140 -0.799 -0.14 0.10 0.13 0.5606
C -0.701 4.683 -2.653 -0.07 0.16 -0.25 -0.9942
C 2.061 0.148 1.802 -0.15 -0.04 0.01 0.3112
C 5.625 1.713 1.605 0.01 0.01 -0.02 -1.4808
C -0.196 2.475 -4.277 0.03 0.15 0.16 0.6079
C 0.311 -0.139 3.542 -0.01 0.02 -0.02 -0.1896
C 4.391 -2.254 -3.706 0.00 0.04 0.02 -1.0873
C 0.701 -4.703 2.477 0.05 -0.01 0.01 -0.9109
C -3.659 2.396 -3.314 0.02 -0.02 -0.06 -0.8990
C -0.888 4.754 -4.082 -0.01 0.13 0.22 -0.6569
C -3.504 0.260 0.242 -0.01 -0.07 0.01 0.5117
C 3.322 -4.059 -2.541 0.04 -0.02 -0.06 -0.7838
C -0.651 3.694 -4.881 0.09 -0.17 0.00 -0.6433
C -0.652 -3.458 1.047 -0.16 -0.23 0.11 -0.1572
C -2.456 -1.996 1.885 0.00 0.00 -0.05 1.0955
C 2.820 -1.787 -1.875 0.18 -0.19 -0.20 0.1101
C 3.708 -1.333 -2.884 -0.04 -0.10 0.09 1.3704
C -1.605 -2.315 0.911 -0.01 0.00 0.11 -0.0667
C -5.176 -0.846 2.377 0.05 0.01 0.02 -1.2820
C 0.649 -1.579 5.439 -0.01 0.03 -0.03 -0.3659
C 1.884 -1.959 4.927 0.00 0.00 -0.04 -0.9028
C 3.491 4.822 -1.580 -0.02 -0.04 -0.03 -1.4219
C -2.907 -3.125 5.356 -0.05 -0.03 0.04 -0.9151
C 3.919 0.067 -3.092 0.00 -0.05 -0.05 -0.5547
C -5.376 3.393 0.674 -0.03 0.03 -0.02 -0.7923
C -2.980 0.484 -2.139 -0.15 0.01 -0.39 -0.4186
C -0.248 3.569 -2.042 0.09 -0.26 -0.04 -0.3901
C 1.556 -0.500 3.040 0.09 -0.03 -0.05 0.5082
C 4.201 -3.593 -3.534 -0.05 -0.01 0.05 0.0346
C 2.649 -3.185 -1.729 -0.04 0.08 0.04 -0.8663
C -2.706 -2.943 3.016 0.14 -0.18 0.03 -0.0966
C -2.668 -2.924 -1.672 0.01 0.05 0.00 -1.3121
C 4.623 2.951 -0.361 -0.06 0.00 0.06 -1.8207
C 2.339 -1.416 3.736 0.05 -0.01 0.04 -0.1877
H -5.814 0.037 2.390 -0.01 -0.01 -0.01 0.4419
H -2.186 -3.893 -1.566 -0.01 0.00 -0.03 0.4232
H -5.280 3.967 -0.248 -0.03 -0.03 -0.01 0.2363
H 3.310 -1.679 3.338 0.00 -0.01 0.00 0.5028
H 2.498 -2.670 5.465 0.00 -0.01 0.01 0.4171
H -1.241 5.680 -4.517 -0.01 0.04 0.03 0.4027
H 3.179 -5.125 -2.430 -0.01 -0.01 0.02 0.4855
H -2.814 -2.675 -2.721 -0.01 -0.03 0.02 0.4381
H -3.816 3.447 -3.094 0.01 0.00 0.00 0.2251
H -5.235 -1.328 3.352 -0.02 -0.01 -0.01 0.3658
H 6.500 2.309 1.352 0.00 0.00 -0.01 0.4659
H 5.532 3.532 -0.412 0.01 0.00 -0.01 0.3162
H 1.609 -4.537 1.898 0.00 -0.02 -0.01 0.2602
H 5.067 -1.891 -4.470 0.00 0.02 -0.01 0.4505
H -3.966 -3.255 5.575 0.00 -0.04 -0.01 0.2997
H -5.510 -1.526 1.597 0.01 0.00 0.00 0.3946
H -3.622 -2.918 -1.148 0.00 0.00 0.00 0.3533
H -2.880 2.277 -4.065 -0.05 -0.01 0.04 0.2688
H 4.454 5.319 -1.501 0.02 0.00 0.01 0.4315
H 5.903 0.671 1.748 0.00 -0.01 0.00 0.3189
H -2.446 -4.097 5.197 0.00 0.02 0.02 0.3653
H -2.420 -2.593 6.169 -0.02 0.00 -0.01 0.2601
H 1.958 -3.538 -0.974 -0.01 0.00 -0.01 0.3861
H 0.234 -5.636 2.164 0.01 0.00 0.01 0.3208
H 3.244 4.689 -2.636 -0.02 0.00 0.01 0.2492
H 5.224 2.065 2.557 -0.01 0.01 0.00 0.2522
H -0.108 3.520 -0.973 0.01 -0.01 -0.02 0.5849
H -0.802 3.723 -5.950 -0.01 0.00 -0.02 0.4783
H 2.715 5.450 -1.140 0.01 0.02 -0.01 0.2890
H -6.361 2.933 0.713 0.01 0.03 0.01 0.3627
H 0.303 -1.989 6.379 0.00 -0.01 0.01 0.4158
H -5.211 4.039 1.531 0.01 0.00 -0.01 0.2634
H -0.290 0.572 2.991 -0.01 0.00 -0.01 0.5025
H -4.578 1.933 -3.671 -0.01 0.01 0.00 0.3869
H 4.586 0.339 -3.926 0.06 0.03 0.13 0.2402
H -0.933 5.554 -2.055 -0.02 0.04 -0.02 0.5092
H -1.093 -0.361 5.136 -0.06 0.01 0.02 0.3852
H 0.929 -4.715 3.537 0.00 0.00 0.04 0.2399
```
Positions in Å, forces in eV/Å.

Properties
- E: -10813.61735 Ha
- Kohn-Sham gap (spin up / spin down): 6.0206 / 6.3621 eV
- Maximum force: 1.4 eV Å⁻¹
- ΔE to the lowest compared entry with this formula, charge and spin: 0.310 eV
- 2S+1: 2



# C16H48O8

8 unconnected molecules or ions with the total composition C16H48O8 (ωB97M-V/def2-TZVPD, the OMol25 dataset).

XYZ file:
```
72
Properties=species:S:1:pos:R:3:forces:R:3:mulliken_charge:R:1
O 6.823 11.063 11.993 1.91 0.24 -0.40 -0.4047
O 9.999 15.294 12.043 0.75 -0.97 -0.91 -0.4948
O 12.375 9.496 9.032 1.40 0.45 -0.03 -0.3830
O 15.204 12.259 6.900 -0.02 -0.56 -0.76 -0.5507
O 10.941 8.480 6.779 0.15 1.14 0.36 -0.4559
O 9.030 12.485 13.266 0.49 -0.12 -0.11 -0.5325
O 7.430 5.735 9.478 -0.69 0.02 -0.53 -0.5005
O 11.156 12.317 9.645 0.33 0.70 0.40 -0.2364
C 10.296 11.837 13.010 0.18 -0.08 -0.24 0.7014
C 5.899 11.194 14.243 -1.31 -0.09 0.00 -1.0923
C 14.722 11.828 8.153 -0.36 -0.37 0.70 0.3787
C 8.766 12.396 9.363 1.42 0.02 -0.07 -1.4361
C 11.992 16.168 10.789 0.37 -0.89 -2.01 -1.3251
C 10.856 15.157 10.871 0.16 0.92 -0.18 0.4538
C 10.021 11.554 9.347 -0.24 -0.12 -0.83 0.3081
C 5.714 10.869 12.787 -1.70 0.03 -0.26 -0.2591
C 11.966 8.639 11.304 -0.13 0.03 -1.70 -1.3982
C 7.233 7.644 8.076 0.86 -0.28 0.78 -0.6504
C 11.357 7.301 6.148 -1.46 -0.88 -0.48 -0.2571
C 14.745 13.034 9.068 2.05 -0.21 1.65 -1.0784
C 11.656 8.579 9.804 -2.40 -1.85 -0.65 0.6797
C 6.595 6.894 9.271 1.59 0.34 -0.91 -0.2233
C 10.240 10.494 13.725 0.46 -0.13 0.61 -1.2373
C 11.910 6.213 7.049 0.40 0.90 0.56 -1.0670
H 11.985 7.693 5.378 1.31 -0.18 -0.18 0.3536
H 10.268 8.393 7.454 -0.29 -0.57 0.06 0.1873
H 11.642 17.174 10.705 -0.40 0.81 -0.02 0.4202
H 14.370 12.863 10.112 0.24 -0.22 -0.96 0.2904
H 10.411 11.646 11.930 -0.09 0.17 0.28 -0.4292
H 4.921 11.057 14.775 0.87 0.07 -0.36 0.3607
H 12.505 6.620 7.852 0.71 0.57 -0.06 0.3050
H 7.446 6.933 7.289 0.33 -0.42 -0.21 0.4084
H 10.205 11.161 8.336 -0.44 -0.31 0.05 0.3090
H 7.398 5.327 8.592 0.34 -0.20 0.77 0.2951
H 6.193 12.237 14.341 0.27 -0.07 0.24 0.2802
H 11.205 5.658 7.655 -0.71 -0.34 -0.60 0.3029
H 8.013 11.839 8.891 -1.22 -0.64 -0.94 0.5420
H 12.527 15.942 9.802 -0.62 0.33 1.23 0.2563
H 14.909 11.598 6.252 0.32 0.46 0.18 0.3241
H 12.565 5.585 6.486 0.20 -0.79 -0.36 0.3915
H 11.701 7.515 9.406 0.31 1.21 0.46 -0.0571
H 11.183 9.868 13.659 -1.15 0.91 -0.03 0.3017
H 10.329 15.372 9.909 -0.33 -0.76 0.82 0.0716
H 11.843 11.663 9.566 1.05 -0.22 -0.01 0.0345
H 8.945 13.339 8.837 -0.16 -0.12 0.21 0.2959
H 6.696 7.531 10.147 -0.44 -0.26 0.18 0.2123
H 5.572 6.581 9.048 -0.03 0.25 0.24 0.2662
H 14.193 13.851 8.670 -0.49 0.59 -0.52 0.2596
H 9.943 10.598 14.789 0.41 0.14 -0.49 0.3497
H 11.153 12.475 13.284 -0.41 -0.13 0.27 0.4136
H 15.287 10.964 8.556 0.21 0.54 -0.07 0.2069
H 10.576 8.872 9.635 0.65 -0.56 0.61 -0.2533
H 8.186 8.170 8.354 -0.86 -0.60 -0.06 -0.2301
H 12.297 9.300 8.079 -0.36 -0.18 0.52 0.3415
H 5.396 9.824 12.632 -0.21 0.27 0.26 0.2783
H 10.555 6.871 5.520 -0.22 0.05 0.45 0.3158
H 11.161 8.243 11.903 -0.35 0.03 0.01 0.3803
H 8.418 12.514 10.357 -0.22 0.64 1.02 0.1384
H 9.406 9.987 13.256 -0.06 -0.62 -0.13 0.3026
H 7.540 11.463 12.521 -0.10 0.07 -0.22 0.2756
H 4.937 11.543 12.396 -0.29 -0.34 0.02 0.2655
H 13.718 11.419 8.048 -0.37 0.23 0.00 -0.1184
H 12.082 9.685 11.424 0.15 1.09 0.98 0.2254
H 6.616 10.500 14.628 0.63 -0.12 0.72 0.2929
H 6.613 8.338 7.586 -1.05 1.21 -0.24 0.4225
H 15.839 13.378 9.189 -1.60 -0.43 -0.23 0.3294
H 12.731 16.133 11.541 0.70 -0.26 1.11 0.3899
H 11.283 14.153 10.865 -0.56 0.13 0.05 -0.0315
H 9.993 10.723 10.053 -0.53 -0.12 -0.04 -0.0692
H 9.066 13.386 12.913 0.14 0.03 -0.06 0.2049
H 12.868 8.133 11.578 0.68 -0.25 0.00 0.3821
H 9.788 16.213 12.147 -0.18 0.66 0.06 0.2661
```
Positions in Å, forces in eV/Å.

Properties
- E: -1240.19106 Ha
- Kohn-Sham gap: 10.0502 eV
- Maximum force: 3.1 eV Å⁻¹
- SMILES: CCO.CCO.CCO.CCO.CCO.CCO.CCO.CCO
- ΔE to the lowest compared entry with this formula, charge and spin: 3.183 eV



# C4H6N2O2

C4H6N2O2 in the gas phase (ωB97M-V/def2-TZVPD, the OMol25 dataset).

XYZ file:
```
14
Properties=species:S:1:pos:R:3:forces:R:3:mulliken_charge:R:1
O 2.843 0.162 -0.044 -0.04 -1.72 -0.21 -0.5547
O -2.721 -0.588 -0.027 -2.17 -0.52 0.08 -0.5927
N -0.504 -0.948 0.109 -1.49 -2.91 0.38 -0.4140
N 0.661 -0.303 -0.047 3.60 2.53 -0.85 0.3096
C 0.423 1.139 0.164 -2.63 -0.06 1.34 -0.4358
C -1.623 -0.151 0.013 1.84 0.34 -0.05 0.3025
C -1.116 1.276 -0.114 0.37 -0.70 -0.23 -0.4372
C 1.986 -0.709 -0.075 -1.98 -0.98 0.64 0.2527
H -1.549 1.959 0.595 -0.49 0.10 0.16 0.3179
H -0.540 -1.990 0.065 -0.01 1.54 -0.02 0.2647
H 0.576 1.329 1.289 0.26 0.23 -1.86 0.2698
H -1.395 1.591 -1.147 0.47 -0.04 0.67 0.2668
H 2.013 -1.917 -0.044 0.70 2.50 -0.24 0.1898
H 0.790 1.863 -0.542 1.58 -0.30 0.19 0.2608
```
Positions in Å, forces in eV/Å.

Properties
- E: -415.96132 Ha
- Kohn-Sham gap: 9.2705 eV
- Maximum force: 4.5 eV Å⁻¹
- SMILES: O=CN1CCC(=O)N1
- ΔE to the lowest compared entry with this formula, charge and spin: 2.158 eV